# 1
{"formula": "C2H8NOS", "method": "ωB97M-V with the def2-TZVPD basis set", "species": ["H", "H", "N", "H", "C", "H", "H", "S", "H", "C", "H", "O", "H"], "positions_angstrom": [[1.0269, -1.0853, 1.6300], [-1.1502, -0.5766, 0.4719], [-1.2745, 1.1895, -0.7574], [-0.5808, 1.8673, -1.1142], [-0.5250, 0.0840, -0.1303], [-1.8457, 0.8377, -1.5406], [-1.8780, 1.6735, -0.0726], [0.0015, -1.2986, -1.8091], [1.9224, -0.9787, 0.0879], [1.5106, -0.4070, 0.9244], [2.3048, 0.1468, 1.4152], [0.5931, 0.5599, 0.4175], [-0.4081, -2.3991, -1.1919]], "lowdin_charge": [0.108, 0.136, 0.215, 0.191, -0.449, 0.163, 0.191, 0.642, 0.069, -0.045, 0.109, -0.145, -0.186], "total_charge": 1, "smiles": "CO[C@@H]([NH3+])S", "gap_ev": 9.661, "total_energy_ev": -16568.2366, "e_above_lowest_ev": 2.008}

***

# 2
{"formula": "C2H8NOS2", "method": "ωB97M-V with the def2-TZVPD basis set", "species": ["H", "H", "H", "O", "C", "H", "C", "H", "N", "H", "H", "H", "S", "S"], "positions_angstrom": [[4.4411, 0.7797, 0.7916], [0.2242, 1.8684, 0.4012], [-1.4576, -0.3880, 0.4509], [-3.3348, -1.0713, -0.1808], [0.9875, 0.2012, -0.7684], [0.8027, -0.7776, -1.2268], [0.0703, 0.8535, 0.1040], [-3.6044, -1.8902, 0.1859], [-0.9390, 0.4245, 0.7226], [-3.8327, -0.9674, -1.0283], [1.6398, 0.9909, -1.2964], [-1.1898, 0.7957, 1.6605], [3.9946, -0.1537, -0.2628], [2.1980, -0.6658, 0.4466]], "lowdin_charge": [-0.075, 0.149, 0.097, -0.046, -0.397, 0.077, -0.213, 0.031, 0.223, 0.087, 0.116, 0.186, 0.332, 0.431], "total_charge": 1, "gap_ev": 8.339, "total_energy_ev": -27404.0116, "e_above_lowest_ev": 1.252}

***

# 3
{"formula": "C2H8NS", "method": "ωB97M-V with the def2-TZVPD basis set", "species": ["H", "H", "H", "H", "C", "S", "H", "H", "H", "H", "N", "C"], "positions_angstrom": [[0.9377, 0.7664, 0.7709], [1.5911, -0.0521, -0.5864], [-1.2554, -1.9292, -0.6907], [-0.7798, 3.7277, -0.8358], [-0.8356, -0.9606, -0.4246], [-1.0700, 2.4404, -0.5883], [2.2095, -0.5206, 0.9829], [-1.7387, -0.5859, 0.0933], [-0.0475, -1.2785, 1.4486], [-0.6130, -0.1588, -1.1180], [0.2851, -1.2425, 0.4948], [1.3167, -0.2061, 0.4534]], "lowdin_charge": [0.019, 0.064, 0.051, -0.488, -0.196, -0.238, 0.054, 0.054, 0.074, -0.005, -0.196, -0.193], "total_charge": -1, "gap_ev": 6.909, "total_energy_ev": -14529.2239, "e_above_lowest_ev": 0.870}

***

Number 1: M 94.159 g/mol, maximum force 0.074 hartree/bohr. Number 2: M 126.226 g/mol, maximum force 0.057 hartree/bohr. Number 3: M 78.160 g/mol, maximum force 0.046 hartree/bohr.